# 1
This record from OMol25 describes C54H48N7O5SZr as an isolated structure. The level of theory is ωB97M-V/def2-TZVPD.

The geometry in XYZ format:
```
116
Properties=species:S:1:pos:R:3:forces:R:3
Zr 0.28762 -0.40571 -0.29951 0.58 0.44 0.53
O -0.93255 0.83435 -1.19966 0.37 -0.44 0.08
C -2.00673 0.52208 -2.06254 -0.08 0.11 0.05
C -3.21874 0.29894 -1.16284 -0.06 0.02 -0.05
C -3.12858 -0.61695 0.04278 -0.11 0.03 -0.02
C -4.36407 -0.97955 0.57624 0.06 -0.02 0.00
C -4.43403 -1.61069 1.79796 0.03 0.01 0.00
C -3.25383 -1.82331 2.48467 0.06 0.02 -0.05
C -2.04581 -1.47828 1.89785 -0.07 -0.05 0.03
C -0.79453 -1.66459 2.70602 0.03 0.01 0.09
C -0.01024 -0.34624 2.87663 -0.16 -0.09 -0.25
O 0.28464 0.12231 1.59452 0.09 -0.14 -0.37
C -0.89255 0.65743 3.61192 0.06 -0.04 0.07
C -1.38931 1.78039 2.96791 -0.01 -0.01 -0.03
C -2.24283 2.64808 3.63960 -0.01 0.03 -0.04
C -2.60563 2.39849 4.95256 0.00 -0.01 0.02
C -2.10093 1.27926 5.60404 -0.03 0.04 0.01
C -1.24911 0.41640 4.93641 0.05 0.02 0.02
C 1.33026 -0.55079 3.57289 -0.01 0.02 0.12
C 1.71582 -1.73377 4.18464 -0.04 -0.02 -0.01
C 2.99033 -1.86446 4.72779 0.03 0.00 0.04
C 3.88393 -0.80930 4.66889 0.03 -0.03 0.03
C 3.49496 0.38784 4.07528 0.01 0.04 -0.01
C 2.22956 0.51488 3.53320 0.02 -0.03 0.00
N -1.97158 -0.94303 0.65403 -0.09 0.08 0.02
C -2.28650 1.73795 -2.94479 -0.09 -0.06 -0.05
C -3.25838 1.66090 -3.94033 0.02 -0.01 0.01
C -3.54927 2.75996 -4.72967 0.00 0.01 0.00
C -2.86203 3.95272 -4.53863 -0.03 0.00 -0.03
C -1.89225 4.03216 -3.55433 0.02 0.04 0.01
C -1.60666 2.93104 -2.75511 0.02 0.00 0.01
C -1.66639 -0.69397 -2.92824 0.03 -0.02 -0.08
C -0.76955 -0.56498 -3.90832 -0.09 0.05 0.16
C -0.33263 -1.68649 -4.73728 -0.01 -0.10 -0.02
C -0.91960 -2.87894 -4.66546 0.08 0.06 -0.09
C -2.04727 -3.15344 -3.72482 -0.07 0.02 -0.02
C -2.27346 -2.04415 -2.65295 -0.06 0.02 -0.04
H -4.08251 -0.00116 -1.76011 0.02 0.02 0.00
H -3.48160 1.27855 -0.75028 0.06 0.01 0.01
H -5.26184 -0.72213 0.03125 -0.01 0.00 0.00
H -5.38581 -1.89247 2.22752 -0.02 0.00 0.00
H -3.25201 -2.24345 3.47992 -0.01 0.00 0.01
H -0.12926 -2.37233 2.23014 0.00 0.01 0.00
H -1.07409 -2.08848 3.67143 0.01 0.07 -0.01
H -1.10419 1.97681 1.94240 0.00 -0.02 0.00
H -2.62052 3.52518 3.12968 -0.01 0.00 0.01
H -3.27211 3.07455 5.47131 0.00 0.01 0.01
H -2.36597 1.08633 6.63542 0.00 -0.01 0.00
H -0.83990 -0.44113 5.46035 0.00 -0.01 -0.01
H 1.03752 -2.57681 4.24161 0.00 0.01 -0.01
H 3.27749 -2.79358 5.20385 0.00 -0.01 0.00
H 4.87134 -0.90579 5.10245 0.00 -0.01 0.00
H 4.18015 1.22658 4.04878 0.00 0.00 0.00
H 1.92521 1.43844 3.05565 0.00 0.01 -0.01
H -3.78109 0.72678 -4.11428 0.00 -0.01 0.00
H -4.30668 2.68543 -5.49895 0.00 0.00 0.00
H -3.08422 4.81246 -5.15668 0.00 0.00 0.00
H -1.35208 4.95751 -3.39924 0.00 0.00 0.00
H -0.85196 2.99991 -1.98402 0.00 -0.02 0.01
H -0.33933 0.40895 -4.11196 -0.03 -0.01 0.00
H 0.46301 -1.50991 -5.44997 0.02 -0.01 -0.01
H -0.60885 -3.67947 -5.32696 -0.01 -0.02 0.00
H -2.93845 -3.43874 -4.28861 0.03 0.01 -0.02
H -3.33643 -1.96100 -2.42116 0.00 0.02 -0.01
C 5.24933 -1.47177 0.78856 0.07 0.01 -0.03
C 3.75223 -1.47113 0.80327 -0.29 -0.03 -0.02
N 3.04629 -0.45586 0.47398 -0.05 0.19 0.07
N 3.75896 0.65636 0.13658 0.15 -0.11 0.03
C 3.20703 1.85819 -0.14008 -0.02 0.19 -0.09
N 4.10398 2.84664 -0.33272 0.06 -0.06 -0.03
S 1.58133 2.17748 -0.24129 -0.31 -0.16 -0.03
C 3.00646 -2.70338 1.16570 0.01 0.01 -0.06
C 3.65639 -3.78297 1.75914 -0.04 -0.01 0.01
C 2.95250 -4.94160 2.02890 0.02 0.01 0.02
C 1.61383 -4.99722 1.68936 -0.04 0.04 -0.01
C 1.04445 -3.87212 1.12265 0.01 -0.03 -0.04
N 1.70150 -2.73748 0.87232 0.05 -0.03 -0.01
H 5.61126 -1.15218 -0.19284 -0.02 0.01 0.00
H 5.65959 -2.45944 0.95477 0.02 0.01 0.00
H 5.65293 -0.80817 1.55835 0.00 0.01 0.01
H 4.76242 0.60873 0.21722 0.08 0.03 -0.02
H 5.08559 2.65994 -0.45684 0.00 -0.01 0.02
H 3.75286 3.71927 -0.68768 -0.01 0.01 0.02
H 4.69920 -3.72630 2.02533 0.01 0.02 0.01
H 3.44317 -5.78880 2.48862 0.02 0.01 0.00
H 1.01966 -5.88458 1.85330 -0.01 0.00 -0.01
H -0.00391 -3.88562 0.84705 0.00 -0.02 -0.02
N 3.08964 -4.71565 -2.38954 -0.03 -0.05 -0.06
C 1.90311 -5.36336 -2.51016 0.01 -0.10 0.16
O 1.81254 -6.56143 -2.69488 0.00 0.03 -0.07
C 0.66492 -4.52828 -2.33668 -0.08 -0.01 -0.07
C -0.52658 -5.00953 -2.69829 0.17 -0.01 0.01
C -1.72434 -4.15198 -2.56270 -0.04 -0.03 0.10
C -1.59528 -2.95427 -1.58833 -0.02 -0.07 0.05
N -0.23365 -2.50471 -1.30583 -0.15 0.13 -0.22
C 0.74987 -3.20456 -1.73417 -0.04 0.01 -0.02
H 3.90282 -5.27382 -2.59376 0.01 0.01 0.00
H 3.18368 -3.70821 -2.44828 0.05 0.00 0.01
H -0.58640 -6.00591 -3.12128 -0.02 -0.01 0.00
H -2.60481 -4.75014 -2.32791 0.00 0.01 0.01
H -2.12695 -3.05413 -0.64201 -0.01 -0.01 -0.03
H 1.73625 -2.79568 -1.56557 -0.02 0.00 0.02
O 3.44511 -1.77959 -2.32525 0.01 0.25 0.00
C 2.75823 -0.77365 -2.54497 -0.04 -0.29 -0.08
O 1.67943 -0.50239 -1.89750 -0.22 -0.06 0.24
C 3.11687 0.18923 -3.62942 0.08 0.03 0.03
C 2.35696 1.33759 -3.83483 0.01 0.02 0.01
C 2.69986 2.22028 -4.84721 -0.02 0.01 -0.01
C 3.79733 1.95709 -5.65555 0.00 0.02 -0.02
C 4.55598 0.81130 -5.45309 0.01 0.00 -0.02
C 4.21684 -0.07200 -4.44187 0.01 -0.01 0.04
H 1.50557 1.53524 -3.19629 0.01 0.00 0.02
H 2.10504 3.11019 -5.00760 0.00 0.01 -0.01
H 4.06033 2.64438 -6.44903 0.00 0.00 0.00
H 5.40750 0.60657 -6.08822 0.00 0.00 0.00
H 4.79204 -0.97204 -4.27036 -0.01 0.00 0.00
```
Forces are in eV/Å.

energy above the lowest of the compared OMol25 structures with the same formula, charge and spin = 214.91 kJ/mol
net charge = +1
HOMO-LUMO gap = 0.283 hartree
LUMO energy = -2.80 eV

Atom charges from the Löwdin analysis, given in e for atoms 1 to 99: 1.802 -0.376 -0.446 -0.047 -0.223 -0.010 -0.022 0.002 -0.222 -0.065 -0.443 -0.411 -0.150 -0.013 -0.067 -0.084 -0.071 -0.027 -0.144 -0.036 -0.081 -0.089 -0.075 -0.020 0.097 -0.170 -0.031 -0.070 -0.084 -0.070 -0.018 -0.120 -0.003 -0.037 -0.042 -0.152 -0.121 0.125 0.154 0.124 0.120 0.122 0.070 0.123 0.107 0.105 0.104 0.106 0.120 0.111 0.107 0.104 0.105 0.121 0.120 0.106 0.104 0.105 0.091 0.120 0.113 0.122 0.149 0.148 0.000 -0.243 0.080 0.017 -0.813 0.111 0.771 -0.199 0.002 -0.025 -0.019 -0.150 0.097 0.098 0.074 0.101 0.124 0.114 0.100 0.110 0.121 0.118 0.112 0.198 -0.499 0.064 -0.083 0.071 -0.153 -0.197 -0.002 -0.081 0.119 0.056 0.141

***

# 2
This record from OMol25 describes C2H11NO5 as an isolated structure. The level of theory is ωB97M-V/def2-TZVPD.

The geometry in XYZ format:
```
19
Properties=species:S:1:pos:R:3:forces:R:3
H 0.22721 -0.60804 0.91608 -0.30 0.51 0.28
O 0.40182 0.44509 1.60141 1.14 1.44 -2.84
N -0.20812 -1.36945 0.00120 -1.17 1.51 -0.67
H 1.35754 0.74368 1.55523 -1.40 -0.58 0.58
H -0.85983 -2.05104 0.35426 0.90 -1.29 0.34
H 0.65600 -1.60102 -0.55907 -1.04 -0.56 0.29
C -1.19149 -0.55783 -0.82637 -0.93 -0.32 -2.62
H -1.40295 -1.01356 -1.85391 0.41 -0.23 1.40
H -2.31622 -0.44143 -0.43597 2.95 0.35 -0.09
C -0.41343 0.69676 -1.26208 -1.45 1.29 3.77
O 0.30540 0.67661 -2.25575 0.29 0.29 -1.55
O -0.29669 1.73440 -0.49100 0.22 -1.59 -1.13
H -0.04981 1.21267 0.58310 0.45 -0.56 1.67
O -1.22519 0.08821 3.70530 1.40 1.09 1.15
H -1.96201 -0.44125 3.52542 -1.60 -1.06 -0.58
H -0.77401 0.36496 2.90742 -0.09 -0.13 -0.10
O 2.19658 -1.17485 -1.47668 -3.47 -2.73 0.32
H 2.89230 -0.96047 -0.95338 3.52 0.68 2.68
H 2.26287 -0.60770 -2.18310 0.17 1.89 -2.90
```
Forces are in eV/Å.

energy above the lowest of the compared OMol25 structures with the same formula, charge and spin = 233.35 kJ/mol
net charge = +1
HOMO-LUMO gap (alpha / beta) = 0.327 / 0.157 hartree
multiplicity = 2
LUMO energy (alpha / beta) = -4.91 / -9.53 eV

And the natural (NBO) charges, in e, turn out to be: 0.474 -0.995 -0.789 0.510 0.436 0.471 -0.366 0.256 0.315 0.763 -0.077 -0.533 0.511 -0.950 0.460 0.478 -0.933 0.484 0.485

***

# 3
This record from OMol25 describes an isolated ion of composition C6H13N6S2 and charge +1. The level of theory is ωB97M-V/def2-TZVPD.

The geometry in XYZ format:
```
27
Properties=species:S:1:pos:R:3:forces:R:3
C -0.68267 1.38381 -0.93992 1.16 0.63 -1.59
C 1.31486 -0.80596 -0.04216 1.98 -0.70 -0.14
C -2.65349 2.26423 0.19414 -1.22 1.57 -0.34
C -1.75964 3.33078 -1.80100 0.33 -4.24 -2.00
C 1.94314 -1.25946 2.23181 -0.51 -1.57 0.88
C 2.92963 -2.51891 0.39072 0.66 -1.48 -0.18
N -0.69607 0.45188 0.07729 0.04 -0.86 1.28
N 0.04435 1.43257 -2.03460 -0.02 -0.56 -0.04
N 0.18780 -0.31850 0.45530 -2.98 0.94 1.91
N 1.46810 -0.76106 -1.33773 0.58 -2.04 -2.01
N -1.63347 2.26502 -0.80334 -0.10 0.38 -1.18
N 2.05437 -1.52970 0.80424 -1.54 3.37 0.85
S 2.91357 1.55255 -1.44368 -0.19 0.46 -0.54
S 1.41860 0.70188 -2.36720 0.88 0.66 0.88
H -3.49099 2.79718 -0.37975 0.37 -1.52 1.55
H -2.81491 1.30681 0.70257 -0.27 0.43 -0.55
H -2.28032 3.00215 0.88293 -0.40 0.24 0.99
H -0.82771 3.63075 -2.10453 2.30 1.78 0.10
H -2.03718 2.88612 -2.79053 -0.30 -0.29 0.69
H -2.51986 3.96157 -1.59539 -1.73 2.48 1.14
H 2.60359 -0.51824 2.66884 0.18 0.32 -0.56
H 0.91606 -1.03177 2.42654 -0.58 0.58 0.27
H 2.10596 -2.20441 2.78868 0.09 0.46 -0.44
H 3.26178 -2.96262 1.36008 0.54 -0.10 -1.57
H 2.30419 -3.18796 -0.18364 0.18 -1.02 -0.09
H 3.65884 -2.13885 -0.31247 0.90 -0.06 0.33
H 2.18260 -1.36406 -1.76495 -0.37 0.15 0.36
```
Forces are in eV/Å.

energy above the lowest of the compared OMol25 structures with the same formula, charge and spin = 391.02 kJ/mol
net charge = +1
HOMO-LUMO gap = 0.230 hartree
LUMO energy = -5.98 eV

And the natural (NBO) charges, in e, turn out to be: 0.521 0.579 -0.417 -0.424 -0.429 -0.421 -0.074 -0.823 -0.125 -0.757 -0.271 -0.296 -0.417 1.119 0.223 0.256 0.220 0.249 0.234 0.224 0.238 0.247 0.222 0.250 0.216 0.226 0.428

***

# 4
This record from OMol25 describes an isolated ion of composition C30H25F3NO2 and charge +1. The level of theory is ωB97M-V/def2-TZVPD.

The geometry in XYZ format:
```
61
Properties=species:S:1:pos:R:3:forces:R:3
O -0.01056 2.16843 1.97832 -0.60 -1.38 1.13
C -0.10685 1.18616 2.69316 1.45 0.58 -1.20
O 0.91112 0.34136 2.97474 -1.38 1.05 -0.06
C 2.20034 0.88527 2.52714 0.26 0.05 0.05
C 3.19441 -0.22407 2.63915 0.22 -0.15 -0.18
C 3.70608 -0.79673 1.47049 -0.03 -0.03 0.46
C 4.61585 -1.85097 1.55151 -0.06 0.09 0.11
C 5.02163 -2.32268 2.80381 -0.18 0.24 -0.02
C 4.51423 -1.74224 3.97308 -0.18 0.13 -0.14
C 3.59599 -0.69238 3.89242 0.21 -0.17 -0.29
N -1.28262 0.78217 3.36571 0.59 -0.11 -0.28
C -2.46565 1.45692 3.30767 -0.10 -0.39 0.22
C -3.04174 1.89043 4.64118 -0.86 -1.70 -0.38
C -3.04129 1.67764 2.03404 -0.33 0.28 -0.30
C -4.29896 2.33008 1.89471 0.13 0.32 -0.50
C -4.77569 2.67315 0.62738 -0.30 0.01 0.74
C -4.03870 2.36681 -0.52059 0.33 -0.16 0.02
C -2.85407 1.61930 -0.40973 0.03 -0.18 0.60
C -2.39913 1.22173 0.84523 -0.06 0.12 -0.47
H 2.08684 1.23805 1.49170 0.09 -0.11 0.45
H 2.43256 1.73312 3.19630 -0.13 -0.37 -0.40
H 3.37331 -0.39150 0.51588 0.16 -0.22 0.08
H 4.99800 -2.29643 0.63339 -0.02 0.07 0.29
H 5.74210 -3.13579 2.86986 -0.18 0.16 -0.01
H 4.82458 -2.10469 4.95181 -0.01 0.04 -0.26
H 3.18609 -0.22251 4.78787 0.16 -0.18 -0.14
H -1.14876 0.00701 4.00995 0.00 0.65 0.48
H -4.13930 1.84202 4.59012 0.32 0.04 0.19
H -2.68531 1.17509 5.39783 -0.25 0.03 -0.18
H -4.88961 2.52979 2.78820 0.13 0.21 -0.33
H -5.74120 3.18249 0.54748 0.41 -0.22 -0.02
H -4.39848 2.66653 -1.51538 0.14 -0.13 0.57
H -2.28880 1.32414 -1.29063 -0.24 0.03 0.14
H -1.55108 0.53926 0.91148 -0.29 0.38 -0.10
F -5.57600 3.72038 10.68473 0.01 0.97 -0.82
C -5.68464 4.74751 9.78230 -0.77 0.47 0.92
F -7.01126 4.88962 9.50050 1.00 -0.17 0.17
F -5.30413 5.89805 10.43161 -0.22 -1.15 -0.54
C -4.85987 4.49778 8.54805 -0.26 0.02 0.25
C -5.43188 4.57661 7.27787 0.36 0.00 0.01
C -4.66317 4.22472 6.17059 0.13 -0.32 0.23
C -3.33230 3.80239 6.32797 -0.24 -0.07 -0.37
C -2.57971 3.26662 5.07415 0.94 1.88 0.69
C -1.05194 3.30252 5.23165 -0.48 -0.12 -0.26
C -0.29431 4.02582 4.31480 0.05 0.07 0.07
C 1.09649 3.95945 4.34606 0.25 0.08 0.12
C 1.74130 3.17995 5.31308 -0.22 0.25 -0.13
C 0.98235 2.49579 6.26487 -0.06 -0.11 0.03
C -0.41210 2.54469 6.21438 0.32 -0.18 -0.02
C -2.74757 3.92246 7.59219 0.03 -0.38 0.03
C -3.51530 4.20360 8.71879 0.16 0.22 -0.52
H -6.45255 4.92769 7.15993 0.14 -0.19 0.04
H -5.11109 4.26224 5.17614 0.09 -0.04 0.21
H -2.82950 3.96740 4.27274 0.02 0.00 -0.07
H -0.80227 4.63454 3.56067 0.23 -0.23 0.20
H 1.67875 4.52532 3.61030 -0.21 -0.28 0.31
H 2.83078 3.12178 5.32787 -0.30 0.05 0.06
H 1.47520 1.91939 7.05300 -0.16 0.18 -0.31
H -1.00267 2.00109 6.95871 0.29 0.05 -0.34
H -1.68346 3.76463 7.72639 -0.27 -0.01 -0.01
H -3.03764 4.22372 9.69815 -0.27 0.00 -0.20
```
Forces are in eV/Å.

net charge = +1
HOMO-LUMO gap = 0.219 hartree
SMILES = O=C(/[NH+]=C(/C[C@H](c1ccccc1)c1ccc(C(F)(F)F)cc1)c1ccccc1)OCc1ccccc1
LUMO energy = -5.69 eV

And the natural (NBO) charges, in e, turn out to be: -0.598 0.909 -0.503 -0.109 0.007 -0.222 -0.201 -0.198 -0.189 -0.230 -0.658 0.558 -0.484 -0.141 -0.091 -0.243 -0.057 -0.238 -0.056 0.215 0.209 0.213 0.226 0.227 0.222 0.212 0.453 0.246 0.247 0.227 0.246 0.245 0.247 0.231 -0.322 0.977 -0.322 -0.323 -0.143 -0.173 -0.228 0.082 -0.262 -0.059 -0.201 -0.195 -0.222 -0.223 -0.191 -0.242 -0.153 0.246 0.207 0.224 0.223 0.232 0.230 0.228 0.213 0.230 0.242